1.
Density functional theory data (wB97M-V/def2-TZVPD) for a 2-piece molecular cluster, C4H7N3O overall.

Each line ends with the Löwdin charge.
Geometry (Å):
C (-0.213, 1.279, -1.092)  -0.357
C (-1.193, 0.275, -0.942)  -0.151
C (-0.006, -1.223, 1.272)  -0.142
C (1.294, 0.722, 0.529)  -0.336
H (-0.750, 2.129, -1.936)  0.201
H (0.579, 0.994, -1.732)  0.089
H (-1.771, 0.262, 0.011)  0.135
H (-1.853, 0.411, -1.799)  0.111
H (-0.151, -1.964, 2.120)  0.119
H (2.321, 1.300, 0.912)  0.150
H (1.569, 2.472, -0.526)  0.271
N (-0.785, -1.820, 0.371)  0.003
N (1.155, -0.338, 1.111)  0.108
N (0.432, 1.790, 0.079)  0.008
O (-0.605, -1.168, -0.824)  -0.208

Results
Energy above the lowest of the compared OMol25 structures with the same formula, charge and spin (eV): 8.387
Frontier orbital gap (eV): 9.1

=====

2.
Density functional theory data (wB97M-V/def2-TZVPD) for C5H8N2 in the gas phase.

Each line ends with the Löwdin charge.
Geometry (Å):
C (-1.850, -0.878, 0.506)  -0.053
C (-0.657, -0.272, -0.193)  -0.338
C (-0.506, 1.192, -0.367)  -0.112
N (0.300, 0.482, 0.611)  -0.082
C (1.738, 0.374, 0.396)  -0.176
C (2.153, -0.420, -0.787)  -0.210
N (2.452, -1.096, -1.677)  0.146
H (-2.114, -0.272, 1.377)  0.079
H (-1.643, -1.900, 0.839)  0.074
H (-2.718, -0.914, -0.164)  0.078
H (-0.233, -0.859, -1.009)  0.124
H (-0.045, 1.539, -1.292)  0.113
H (-1.239, 1.875, 0.058)  0.109
H (2.152, 1.387, 0.321)  0.126
H (2.198, -0.094, 1.276)  0.121

Results
Energy above the lowest of the compared OMol25 structures with the same formula, charge and spin (eV): 1.680
Frontier orbital gap (eV): 10.7
SMILES: C[C@H]1CN1CC#N

=====

3.
Density functional theory data (wB97M-V/def2-TZVPD) for a 2-piece molecular cluster, H3OPS overall.

Each line ends with the Löwdin charge.
Geometry (Å):
O (-2.491, 0.499, 0.034)  -0.678
P (1.158, 0.919, -0.013)  0.502
S (-3.948, 0.143, -0.018)  0.801
H (1.186, -0.555, -0.208)  -0.221
H (2.521, 1.353, 0.258)  -0.251
H (-3.887, -1.107, 0.319)  -0.154

Results
Energy above the lowest of the compared OMol25 structures with the same formula, charge and spin (eV): 3.984
Frontier orbital gap (spin up / spin down) (eV): 7.5 / 8.5

=====

4.
Density functional theory data (wB97M-V/def2-TZVPD) for a 11-piece molecular cluster, C33H95N13O12 overall.

Each line ends with the Löwdin charge.
Geometry (Å):
C (-16.667, 17.075, 2.267)  -0.068
C (-17.803, 16.389, 1.507)  -0.427
C (-17.591, 16.280, -0.041)  -0.165
O (-18.805, 15.909, -0.749)  -0.171
C (-18.545, 15.318, -1.955)  -0.143
N (-18.040, 15.073, 2.134)  0.037
H (-15.697, 16.779, 1.867)  0.079
H (-16.764, 17.292, 3.331)  0.084
H (-16.826, 18.052, 1.811)  0.066
H (-18.696, 17.007, 1.593)  0.130
H (-16.733, 15.648, -0.272)  0.125
H (-17.462, 17.336, -0.278)  0.120
H (-18.159, 14.314, -1.780)  0.062
H (-17.783, 15.786, -2.578)  0.092
H (-19.509, 15.314, -2.464)  0.087
H (-17.167, 14.686, 2.464)  0.058
H (-18.417, 14.449, 1.435)  0.039
C (-21.052, 15.722, -7.114)  -0.069
C (-20.726, 17.161, -7.467)  -0.424
C (-20.854, 18.093, -6.177)  -0.186
O (-22.104, 18.162, -5.512)  -0.180
C (-22.996, 18.980, -6.240)  -0.116
N (-19.372, 17.234, -8.022)  0.039
H (-21.161, 15.082, -7.990)  0.069
H (-22.052, 15.695, -6.681)  0.076
H (-20.317, 15.220, -6.486)  0.072
H (-21.494, 17.451, -8.184)  0.118
H (-20.535, 19.079, -6.513)  0.110
H (-20.195, 17.806, -5.357)  0.128
H (-24.028, 18.908, -5.897)  0.092
H (-23.012, 18.718, -7.297)  0.072
H (-22.635, 20.009, -6.259)  0.086
H (-19.232, 18.140, -8.446)  0.070
H (-19.388, 16.514, -8.731)  0.065
C (-24.036, 6.438, -5.430)  -0.062
C (-23.013, 6.785, -6.561)  -0.397
C (-23.441, 6.128, -7.940)  -0.229
O (-23.385, 4.722, -8.014)  -0.193
C (-24.168, 4.161, -9.144)  -0.061
N (-23.089, 8.245, -6.690)  0.049
H (-23.733, 6.780, -4.441)  0.054
H (-24.107, 5.350, -5.455)  0.072
H (-24.939, 6.968, -5.734)  0.079
H (-22.004, 6.508, -6.257)  0.118
H (-22.858, 6.644, -8.703)  0.099
H (-24.423, 6.575, -8.094)  0.110
H (-23.937, 3.097, -9.191)  0.082
H (-23.654, 4.557, -10.020)  0.072
H (-25.213, 4.468, -9.193)  0.084
H (-23.349, 8.645, -5.799)  0.024
H (-22.152, 8.593, -6.833)  0.043
C (-18.521, 11.635, 0.049)  -0.088
C (-17.873, 10.703, -0.914)  -0.471
C (-17.538, 11.361, -2.228)  -0.133
O (-17.628, 10.472, -3.408)  -0.182
C (-16.562, 9.578, -3.548)  -0.105
N (-16.731, 10.348, -0.170)  0.024
H (-19.447, 12.025, -0.373)  0.076
H (-17.892, 12.520, 0.142)  0.068
H (-18.595, 11.287, 1.079)  0.089
H (-18.536, 9.840, -0.976)  0.152
H (-16.550, 11.809, -2.114)  0.127
H (-18.164, 12.243, -2.364)  0.085
H (-15.646, 10.152, -3.685)  0.091
H (-16.678, 8.818, -4.321)  0.072
H (-16.419, 9.032, -2.615)  0.081
H (-16.890, 10.393, 0.826)  0.069
H (-16.055, 11.072, -0.370)  0.072
C (-16.293, 13.447, -7.448)  -0.063
C (-15.093, 14.384, -7.169)  -0.420
C (-13.789, 14.164, -7.998)  -0.126
O (-13.036, 12.870, -7.768)  -0.200
C (-11.833, 12.817, -8.507)  -0.146
N (-15.552, 15.710, -7.464)  0.023
H (-16.289, 12.452, -7.004)  0.057
H (-16.704, 13.418, -8.457)  0.081
H (-17.159, 13.882, -6.950)  0.054
H (-14.837, 14.282, -6.114)  0.140
H (-13.128, 14.990, -7.735)  0.112
H (-14.004, 14.279, -9.060)  0.115
H (-11.522, 11.772, -8.537)  0.083
H (-11.031, 13.409, -8.068)  0.080
H (-11.883, 13.124, -9.551)  0.079
H (-16.006, 15.681, -8.366)  0.068
H (-16.307, 15.945, -6.835)  0.069
C (-17.567, 6.229, -7.028)  -0.077
C (-18.017, 7.687, -6.793)  -0.359
C (-17.152, 8.800, -7.562)  -0.150
O (-15.705, 8.771, -7.384)  -0.207
C (-14.914, 9.791, -8.003)  -0.097
N (-19.477, 7.611, -7.094)  0.050
H (-18.262, 5.397, -6.913)  0.071
H (-16.692, 6.061, -6.401)  0.071
H (-17.213, 6.057, -8.045)  0.072
H (-17.824, 7.912, -5.744)  0.095
H (-17.598, 9.755, -7.285)  0.098
H (-17.334, 8.707, -8.633)  0.110
H (-14.760, 9.562, -9.057)  0.080
H (-13.954, 9.486, -7.586)  0.089
H (-15.145, 10.850, -7.881)  0.058
H (-19.744, 6.842, -7.693)  0.053
H (-19.892, 8.453, -7.467)  0.021
C (-25.803, 13.005, -6.309)  -0.066
C (-26.904, 12.461, -5.478)  -0.503
C (-28.132, 13.302, -5.517)  -0.217
O (-29.112, 12.669, -4.715)  -0.187
C (-30.284, 13.431, -4.468)  -0.111
N (-27.181, 11.080, -5.830)  0.058
H (-24.909, 12.382, -6.315)  0.077
H (-25.598, 13.955, -5.816)  0.084
H (-26.183, 13.026, -7.330)  0.084
H (-26.472, 12.432, -4.477)  0.127
H (-28.562, 13.286, -6.519)  0.129
H (-27.862, 14.333, -5.287)  0.131
H (-30.847, 12.987, -3.647)  0.080
H (-30.848, 13.372, -5.399)  0.090
H (-30.300, 14.397, -3.965)  0.085
H (-27.655, 11.059, -6.722)  0.075
H (-27.722, 10.718, -5.058)  0.065
C (-21.242, 11.804, -5.646)  -0.199
C (-19.741, 12.325, -5.709)  -0.185
O (-19.603, 13.143, -4.563)  -0.100
O (-21.301, 10.822, -4.607)  -0.095
H (-21.385, 11.163, -6.516)  0.094
H (-22.032, 12.551, -5.574)  0.104
H (-19.599, 12.879, -6.637)  0.099
H (-19.064, 11.471, -5.705)  0.116
H (-19.206, 12.551, -3.920)  0.053
H (-22.162, 10.621, -4.234)  0.023
C (-24.513, 9.581, -3.228)  -0.719
O (-23.512, 9.372, -3.907)  0.013
N (-24.767, 10.773, -2.733)  0.186
N (-25.480, 8.749, -2.980)  0.193
H (-24.050, 11.434, -2.995)  0.102
H (-25.655, 10.919, -2.274)  0.117
H (-26.249, 9.125, -2.446)  0.115
H (-25.319, 7.763, -3.129)  0.114
C (-22.212, 13.903, -2.436)  -0.814
O (-22.994, 14.444, -1.687)  0.030
N (-21.971, 14.304, -3.644)  0.178
N (-21.862, 12.682, -2.300)  0.177
H (-21.324, 13.733, -4.169)  0.043
H (-22.515, 15.073, -4.009)  0.123
H (-22.291, 12.069, -1.621)  0.124
H (-21.221, 12.292, -2.976)  0.074
C (-20.728, 10.206, -9.870)  -0.706
O (-20.105, 10.260, -8.791)  -0.015
N (-21.199, 11.349, -10.410)  0.150
N (-20.985, 9.128, -10.557)  0.186
H (-21.827, 11.286, -11.199)  0.098
H (-20.892, 12.231, -10.026)  0.109
H (-20.685, 8.220, -10.234)  0.124
H (-21.547, 9.388, -11.356)  0.110

Results
Energy above the lowest of the compared OMol25 structures with the same formula, charge and spin (eV): 4.177
Frontier orbital gap (eV): 8.8
SMILES: COC[C@H](C)N.COC[C@H](C)N.COC[C@H](C)N.COC[C@H](C)N.COC[C@H](C)N.COC[C@H](C)N.COC[C@H](C)N.NC(N)=O.NC(N)=O.NC(N)=O.OCCO